Record 1
{
  "formula": "C3H10N2O4S2",
  "method": "the ωB97M-V functional and the def2-TZVPD basis",
  "lumo_ev": 0.25,
  "fmax_ev_per_a": 5.25,
  "smiles": "CNS(=O)(=O)[C@@H](N)S(C)(=O)=O",
  "orbital_gap_ev": 9.6,
  "total_energy_ev": -36110.43345,
  "homo_energy_ev": -9.32,
  "e_above_lowest_kcal_mol": 2.1,
  "elements": ["C", "N", "S", "O", "O", "C", "N", "S", "C", "O", "O", "H", "H", "H", "H", "H", "H", "H", "H", "H", "H"],
  "xyz": [[-2.2378, -1.4765, 1.1556], [-0.9346, -2.0470, 0.5488], [-0.5385, -1.3893, -1.0593], [0.2994, -2.2794, -1.7916], [-1.8556, -1.0198, -1.5425], [0.7084, 0.3780, -1.0172], [0.0194, 1.4229, -1.6377], [0.8340, 0.7861, 0.6886], [2.3155, 1.8441, 0.8012], [1.1903, -0.3612, 1.4632], [-0.3577, 1.4972, 1.0651], [-2.8799, -1.5955, 0.3142], [-2.7173, -2.0375, 1.8387], [-2.1719, -0.4850, 1.3865], [-0.1319, -2.1965, 1.1116], [1.4857, 0.0882, -1.7141], [-0.8972, 1.5430, -1.4420], [0.0458, 1.3021, -2.6331], [2.3674, 2.4915, 0.0507], [2.3302, 2.4387, 1.8103], [3.1263, 1.0959, 0.6030]],
  "atomic_forces_ev_per_a": [[2.63, -1.10, -4.41], [-1.53, 0.96, -2.14], [-0.96, 0.57, 3.04], [0.30, -0.54, -0.07], [1.17, 0.36, -0.34], [-3.00, -0.99, -0.91], [3.14, -0.15, -1.79], [1.54, 1.15, 1.85], [-0.15, -2.56, 3.53], [0.21, -0.88, 0.03], [-0.01, -0.01, -0.58], [-0.72, 0.40, -0.61], [-0.57, -2.28, 2.92], [0.35, 2.60, 0.92], [0.70, 0.26, 0.59], [0.75, -0.48, 0.99], [-3.51, 0.45, 1.63], [0.29, 0.12, -0.51], [-0.20, 2.98, -3.23], [0.03, -1.64, -1.79], [-0.44, 0.77, 0.89]],
  "nbo_charge": [-0.41, -0.82, 2.11, -0.92, -0.94, -0.46, -0.79, 2.16, -0.85, -0.96, -0.93, 0.23, 0.21, 0.20, 0.41, 0.27, 0.39, 0.38, 0.22, 0.27, 0.25]
}

***

Record 2
{
  "formula": "C3H10N2OP",
  "method": "the ωB97M-V functional and the def2-TZVPD basis",
  "lumo_ev": -3.10,
  "fmax_ev_per_a": 4.54,
  "orbital_gap_ev": 10.4,
  "charge": 1,
  "total_energy_ev": -17580.12105,
  "homo_energy_ev": -13.54,
  "e_above_lowest_kcal_mol": 108.7,
  "elements": ["C", "C", "C", "N", "N", "O", "P", "H", "H", "H", "H", "H", "H", "H", "H", "H", "H"],
  "xyz": [[1.2638, -1.3073, 1.2760], [2.4036, -1.2855, 2.1421], [-0.7836, 0.8079, -0.4912], [0.4220, -1.4237, 0.4663], [-1.4669, 1.7536, -1.7391], [0.4016, 0.4186, -1.1134], [-1.9277, -0.5304, 0.0570], [3.0589, -2.2608, 1.9971], [3.0155, -0.4047, 1.8442], [2.3051, -1.2243, 3.2681], [-0.4322, 1.5607, 0.3311], [-0.9268, 2.6543, -2.0970], [-2.3741, 2.0628, -1.4885], [-1.3964, 0.9647, -2.3052], [0.7444, -0.4433, -0.7597], [-1.2887, -1.3569, -0.7808], [-3.0186, 0.0144, -0.6069]],
  "atomic_forces_ev_per_a": [[-2.17, -1.13, -1.57], [2.81, -1.00, 1.20], [2.60, 3.13, 0.80], [3.08, -0.57, 3.28], [3.00, 2.22, 2.20], [-0.53, 0.58, -0.77], [-0.57, 0.91, 1.91], [-1.41, 1.97, -0.07], [-0.20, -0.63, 0.16], [-0.74, 0.04, -1.42], [-1.41, -0.99, -1.37], [-0.84, -2.76, 0.95], [-1.32, -0.12, 0.06], [-0.46, -1.01, -2.45], [-0.76, 0.69, -0.38], [-0.55, -1.23, -1.74], [-0.52, -0.09, -0.78]],
  "nbo_charge": [0.46, -0.78, 0.02, -0.50, -0.75, -0.75, 0.40, 0.30, 0.28, 0.30, 0.21, 0.46, 0.43, 0.44, 0.52, 0.01, -0.05]
}

***

Record 3
{
  "formula": "C3H10N2OS",
  "method": "the ωB97M-V functional and the def2-TZVPD basis",
  "lumo_ev": [-0.03, -0.03],
  "fmax_ev_per_a": 6.46,
  "orbital_gap_ev": [8.6, 8.6],
  "total_energy_ev": -19130.21085,
  "homo_energy_ev": [-8.62, -8.62],
  "e_above_lowest_kcal_mol": 157.2,
  "elements": ["C", "C", "C", "N", "N", "O", "S", "H", "H", "H", "H", "H", "H", "H", "H", "H", "H"],
  "xyz": [[1.2070, -1.3894, -0.2777], [1.3413, 1.0463, -0.8342], [-1.2328, -0.1989, 1.7477], [-1.8722, 1.9851, -0.5982], [0.6249, -0.0599, -0.1473], [-1.4992, -1.2937, -0.5730], [-1.0859, -0.0593, -0.0754], [1.7294, -1.5024, -1.2732], [1.9918, -1.4864, 0.5178], [0.4043, -2.1771, -0.1194], [0.8520, 2.0519, -0.7580], [2.4111, 1.2262, -0.5207], [1.4005, 0.9818, -1.9568], [-2.0632, -0.7739, 1.8792], [-0.3205, -0.8311, 2.1593], [-1.3625, 0.7834, 2.1658], [-2.5259, 1.6972, -1.3357]],
  "atomic_forces_ev_per_a": [[0.62, -0.67, 0.27], [0.22, 1.40, -1.15], [3.46, -0.13, -0.52], [1.41, -2.49, 1.13], [-0.14, 1.65, -0.84], [-2.15, -3.66, -1.98], [2.08, 5.82, 1.89], [-0.79, -0.08, 0.90], [-0.59, -0.13, -0.64], [1.26, 0.91, -0.39], [-0.05, -1.14, 0.64], [-1.18, -0.77, 0.26], [-0.14, -0.75, 0.81], [-2.56, -1.43, 0.46], [-1.72, 1.66, -0.94], [0.29, 0.30, 0.27], [0.00, -0.48, -0.16]],
  "nbo_charge": [-0.44, -0.44, -0.81, -0.79, -0.67, -0.94, 1.80, 0.20, 0.20, 0.24, 0.25, 0.21, 0.19, 0.23, 0.24, 0.25, 0.29]
}

***

Record 4
{
  "formula": "C3H10N2OS",
  "method": "the ωB97M-V functional and the def2-TZVPD basis",
  "lumo_ev": [0.77, -2.27],
  "spin_multiplicity": 3,
  "fmax_ev_per_a": 10.89,
  "s2": 2.006,
  "orbital_gap_ev": [6.0, 7.2],
  "total_energy_ev": -19130.01106,
  "homo_energy_ev": [-5.27, -9.45],
  "e_above_lowest_kcal_mol": 17.0,
  "elements": ["C", "C", "C", "N", "N", "O", "S", "H", "H", "H", "H", "H", "H", "H", "H", "H", "H"],
  "xyz": [[1.7982, 1.3478, 0.4167], [1.6429, -0.6294, -1.1053], [1.2438, 0.7172, -0.6002], [-1.6224, 0.0142, 0.8792], [-4.0325, -0.7767, 0.2588], [-3.1396, 1.4152, -0.5493], [-2.7286, 0.0348, -0.4728], [2.6012, 0.9163, 0.9935], [-1.2579, 0.9429, 1.0524], [1.4739, 2.3286, 0.7175], [0.7809, -1.2959, -1.1436], [2.4134, -1.0742, -0.4804], [2.0254, -0.5405, -2.1224], [0.4439, 1.1914, -1.1592], [-0.8481, -0.6260, 0.7596], [-4.3706, -0.3521, 1.1096], [-3.8761, -1.7653, 0.3850]],
  "atomic_forces_ev_per_a": [[4.36, 4.76, 8.00], [-0.04, 0.81, 0.48], [-4.66, -5.12, -8.40], [-0.44, 0.03, -0.31], [0.25, 0.22, -0.87], [-0.23, 1.04, -0.14], [0.17, -1.52, 1.60], [0.09, 0.01, 0.08], [-0.06, 0.17, -0.11], [0.04, 0.15, 0.12], [-0.08, -0.27, -0.12], [0.08, -0.13, 0.03], [0.12, -0.21, -0.25], [0.06, 0.01, 0.01], [0.02, -0.09, -0.21], [0.16, 0.28, 0.19], [0.15, -0.13, -0.08]],
  "mulliken_spin": [1.10, 0.00, 0.76, 0.02, 0.00, 0.00, 0.00, 0.00, 0.00, 0.01, 0.04, -0.01, 0.06, 0.02, 0.01, 0.00, 0.00]
}